15
Properties=species:S:1:pos:R:3:lowdin_charge:R:1 method="wB97M-V/def2-TZVPD" e_homo_ev=-8.316 orbital_gap_ev=9.103
C -1.908 -0.404 -0.642 -0.04
N -0.885 0.102 0.237 -0.22
C 0.241 -0.546 0.711 -0.29
C 1.171 0.371 1.266 -0.07
C 1.651 -0.448 -0.365 -0.02
C 0.451 1.608 0.914 -0.18
N -0.712 1.437 0.343 0.09
H -1.639 -0.296 -1.701 0.08
H -2.824 0.156 -0.451 0.09
H -2.074 -1.462 -0.426 0.09
H 0.183 -1.609 0.914 0.14
H 2.335 0.379 -0.521 0.07
H 1.053 -0.547 -1.280 0.09
H 2.211 -1.359 -0.170 0.08
H 0.747 2.619 1.172 0.09

=====

14
Properties=species:S:1:pos:R:3:lowdin_charge:R:1 method="wB97M-V/def2-TZVPD" e_homo_ev="-14.478 / -13.952" charge=+1 orbital_gap_ev="8.711 / 8.925"
C -1.087 -1.133 0.120 -0.07
C 1.236 -0.295 0.199 -0.15
C 1.222 0.915 -0.711 -0.28
N -0.206 -0.337 0.565 0.01
N 0.149 1.818 -0.319 0.09
N -2.265 -1.532 0.416 0.17
H 1.630 -1.257 -0.283 0.15
H 1.878 -0.143 1.167 0.16
H 2.249 1.381 -0.898 0.14
H 0.751 0.512 -1.736 0.18
H -0.449 0.658 0.890 0.16
H 0.477 2.788 -0.429 0.08
H -2.821 -1.324 1.344 0.21
H -2.765 -2.052 -0.325 0.15

=====

18
Properties=species:S:1:pos:R:3:lowdin_charge:R:1 method="wB97M-V/def2-TZVPD" e_homo_ev=-9.584 smiles="C[C@@]1(Br)CCC=CC1=O" orbital_gap_ev=9.881
C 1.369 1.574 -1.201 -0.07
C 0.936 0.473 -0.184 -0.75
Br 2.019 0.478 1.424 0.85
C -0.583 0.525 0.049 -0.18
C -0.969 -0.456 1.189 -0.18
C -0.336 -1.863 0.991 -0.05
C 0.711 -2.048 0.147 -0.06
C 1.204 -0.960 -0.766 -0.41
O 1.876 -1.273 -1.761 0.07
H 0.477 2.311 -1.340 0.12
H 1.764 1.229 -2.124 0.07
H 2.060 2.110 -0.657 0.01
H -0.983 0.150 -0.910 0.15
H -0.804 1.480 0.274 0.07
H -2.031 -0.555 1.419 0.11
H -0.425 -0.068 2.060 0.06
H -0.765 -2.644 1.572 0.09
H 0.986 -3.039 -0.062 0.09

=====

77
Properties=species:S:1:pos:R:3:lowdin_spin:R:1 method="wB97M-V/def2-TZVPD" e_homo_ev="-7.908 / -7.936" spin_multiplicity=2 orbital_gap_ev="8.503 / 7.592"
C 0.568 -2.790 2.728 0.00
P 0.144 -2.950 0.915 0.00
O -0.363 -4.601 0.766 0.00
C -1.309 -1.773 0.400 0.00
C -0.925 -1.379 -1.067 0.00
C -0.975 0.275 -1.330 0.00
C 0.347 0.862 -2.134 0.00
O 0.035 1.072 -0.588 0.00
C -2.559 -2.805 0.203 0.01
C -3.968 -2.100 0.029 0.02
C -4.391 -1.833 -1.498 0.00
C -5.055 -3.173 0.553 0.00
N -4.174 -0.856 0.825 0.32
O -3.881 0.138 -0.014 0.59
C -3.236 -0.699 1.958 0.03
C -3.554 0.735 2.633 0.00
C -3.440 -1.719 3.171 0.00
C -1.687 -0.693 1.472 0.02
H 0.928 -1.721 2.890 0.00
H 1.442 -3.457 2.961 0.00
H -0.317 -2.944 3.417 0.00
H -0.525 -4.814 -0.167 0.00
H 0.173 -1.563 -1.304 0.00
H -1.515 -1.851 -1.901 0.00
H -2.007 0.765 -1.584 0.00
H 0.317 1.934 -2.490 0.00
H 1.340 0.421 -1.822 0.00
H -2.650 -3.547 1.043 0.00
H -2.403 -3.428 -0.740 0.00
H -5.381 -1.297 -1.502 0.00
H -3.588 -1.327 -2.099 0.00
H -4.592 -2.864 -1.938 0.00
H -4.905 -3.450 1.636 0.00
H -6.115 -2.824 0.413 0.00
H -4.911 -4.133 -0.046 0.00
H -3.836 0.605 3.732 0.00
H -2.651 1.417 2.644 0.00
H -4.436 1.250 2.159 0.00
H -4.491 -1.631 3.562 0.00
H -3.229 -2.795 2.925 0.00
H -2.657 -1.421 3.944 0.00
H -1.514 0.395 1.201 0.00
H -1.147 -0.778 2.475 0.00
C 0.582 2.796 2.044 0.00
C 0.579 4.315 1.913 0.00
C 1.881 4.982 2.401 0.00
O 2.011 5.055 3.815 0.00
C 2.463 3.860 4.429 0.00
N -0.596 4.852 2.611 0.00
H 0.416 2.462 3.071 0.00
H -0.216 2.362 1.439 0.00
H 1.528 2.373 1.696 0.00
H 0.477 4.546 0.847 0.00
H 1.876 6.020 2.054 0.00
H 2.765 4.510 1.955 0.00
H 3.175 3.318 3.799 0.00
H 1.614 3.221 4.679 0.00
H 2.959 4.127 5.363 0.00
H -0.653 5.852 2.435 0.00
H -0.407 4.794 3.611 0.00
C 6.059 -0.830 -4.704 0.00
C 4.664 -1.345 -5.045 0.00
C 3.645 -0.226 -5.335 0.00
O 3.167 0.450 -4.179 0.00
C 4.038 1.452 -3.679 0.00
N 4.205 -2.227 -3.964 0.00
H 6.129 -0.448 -3.685 0.00
H 6.791 -1.637 -4.789 0.00
H 6.363 -0.035 -5.390 0.00
H 4.755 -1.944 -5.957 0.00
H 2.762 -0.685 -5.789 0.00
H 4.033 0.491 -6.069 0.00
H 4.576 1.965 -4.481 0.00
H 4.741 1.018 -2.965 0.00
H 3.435 2.185 -3.141 0.00
H 3.322 -2.651 -4.240 0.00
H 3.951 -1.634 -3.176 0.00

=====

17
Properties=species:S:1:pos:R:3:lowdin_charge:R:1 method="wB97M-V/def2-TZVPD" e_homo_ev=-9.189 smiles="NC(=O)Nc1ccccn1" orbital_gap_ev=9.797
N 1.020 -2.307 0.509 0.16
C -0.425 -2.157 0.536 -0.52
O -1.193 -3.056 0.797 0.06
N -0.869 -0.803 0.572 0.13
C -0.294 0.396 0.035 -0.27
C -1.012 1.621 0.252 -0.01
C -0.410 2.686 -0.299 -0.07
C 0.830 2.632 -1.013 -0.03
C 1.413 1.419 -1.036 -0.11
N 0.907 0.250 -0.507 0.07
H 1.418 -1.371 -0.027 0.13
H 1.181 -3.098 0.203 -0.05
H -1.628 -0.802 1.174 0.11
H -2.115 1.949 0.704 0.18
H -0.822 3.604 -0.267 0.07
H 1.077 3.388 -1.361 -0.02
H 2.422 1.223 -1.664 0.16

=====

87
Properties=species:S:1:pos:R:3:lowdin_spin:R:1 method="wB97M-V/def2-TZVPD" e_homo_ev="-11.932 / -13.288" charge=+2 spin_multiplicity=3 orbital_gap_ev="6.655 / 7.746"
W 0.300 -0.009 0.036 1.52
C -3.744 -2.906 0.436 0.00
N -2.468 -2.180 0.476 0.01
C -2.449 -0.778 0.817 0.05
C -1.318 -2.769 0.117 0.00
N -0.383 -2.005 -0.495 0.02
C 0.598 -2.530 -1.392 0.01
C 0.370 -3.626 -2.241 0.00
C 1.476 -4.251 -2.823 0.01
C 2.730 -3.864 -2.491 0.00
C 2.999 -2.661 -1.865 0.01
C 1.906 -2.014 -1.280 0.01
N 2.053 -0.732 -0.692 0.07
C 3.069 0.148 -1.060 0.02
N 3.252 0.520 -2.330 0.00
C 2.113 0.445 -3.289 0.00
C 4.579 0.744 -2.957 0.00
N 3.842 0.702 -0.127 0.01
C 4.133 0.034 1.150 0.00
C 4.562 1.937 -0.230 0.00
N -1.035 -4.087 0.460 0.00
C -1.997 -5.112 0.306 0.00
C 0.313 -4.567 0.763 0.00
H -4.516 -2.125 0.540 0.00
H -3.749 -3.573 1.290 0.00
H -3.991 -3.373 -0.556 0.00
H -2.679 -0.585 1.873 0.00
H -3.225 -0.290 0.179 0.00
H -1.349 -0.492 0.489 0.03
H -0.664 -3.936 -2.400 0.00
H 1.387 -5.108 -3.508 0.00
H 3.520 -4.604 -2.619 0.00
H 3.981 -2.156 -1.820 0.00
H 1.174 0.712 -2.803 0.00
H 1.970 -0.622 -3.679 0.00
H 2.296 1.208 -4.072 0.00
H 5.367 0.218 -2.320 0.00
H 4.737 1.812 -3.165 0.00
H 4.615 0.187 -3.944 0.00
H 3.481 -0.864 1.326 0.00
H 3.960 0.750 1.973 0.00
H 5.240 -0.271 1.189 0.00
H 4.261 2.492 -1.144 0.00
H 5.712 1.745 -0.223 0.00
H 4.398 2.511 0.687 0.00
H -2.621 -4.918 -0.545 0.00
H -2.720 -5.191 1.115 0.00
H -1.499 -6.087 0.133 0.00
H 0.968 -3.728 1.195 0.00
H 0.665 -5.096 -0.134 0.00
H 0.221 -5.346 1.545 0.00
C -4.046 3.820 -2.199 0.00
Ge -2.878 4.285 -0.756 0.00
C -1.494 5.506 -1.361 0.00
C -3.995 4.899 0.727 0.00
C -1.918 2.623 -0.135 0.03
Se -0.271 2.103 -1.098 0.06
C -1.342 0.947 -2.454 0.04
H -5.038 4.281 -2.158 0.00
H -4.156 2.704 -2.244 0.00
H -3.647 4.094 -3.179 0.00
H -1.758 6.599 -1.321 0.00
H -1.308 5.384 -2.461 0.00
H -0.558 5.316 -0.836 0.00
H -4.698 5.592 0.331 0.00
H -3.367 5.369 1.513 0.00
H -4.534 4.039 1.201 0.00
H -2.595 1.789 -0.109 0.00
H -1.539 2.742 0.889 0.00
H -2.301 0.548 -2.029 0.00
H -0.761 0.097 -2.851 0.00
H -1.610 1.613 -3.283 0.00
C -0.764 -0.827 4.666 0.01
Ge -0.143 0.818 3.781 0.03
C -1.569 2.217 3.780 0.01
C 1.443 1.401 4.768 0.00
C 0.571 0.080 1.852 -0.01
H -1.406 -1.333 3.907 0.00
H -1.404 -0.653 5.564 0.00
H 0.080 -1.553 4.793 0.00
H -1.802 2.471 4.827 0.00
H -2.434 1.863 3.338 0.00
H -1.253 3.183 3.368 0.00
H 1.131 2.131 5.589 0.00
H 2.143 1.895 4.155 0.00
H 1.876 0.482 5.199 0.00
H 1.503 -0.233 2.334 0.02